Entry 1:
{"formula": "C2H6N5", "method": "ωB97M-V/def2-TZVPD", "symbols": ["C", "N", "C", "N", "N", "N", "N", "H", "H", "H", "H", "H", "H"], "xyz": [[0.989337, -1.128308, 0.244906], [0.302826, 0.172095, -0.001802], [1.075254, 1.363260, -0.154793], [0.107700, 2.403720, -0.376665], [-1.091428, 1.809984, -0.370206], [-0.996443, 0.501789, -0.136074], [-2.063340, -0.355054, -0.034875], [0.342474, -1.983724, -0.133892], [1.946749, -1.106373, -0.383099], [1.297922, -1.271509, 1.338233], [2.204971, 1.436672, -0.096170], [-2.077950, -1.050641, -0.789999], [-2.038073, -0.791909, 0.894435]], "atomic_forces_ev_per_a": [[0.4, -1.2, -0.3], [3.9, 2.6, -0.1], [-4.6, -0.3, -0.1], [1.0, -4.0, 0.5], [0.9, -0.1, 0.3], [1.7, 1.4, -0.4], [0.3, -0.3, 0.4], [0.8, 1.1, 0.6], [-1.5, 0.0, 0.9], [-0.8, 0.4, -1.5], [-1.8, -0.1, -0.1], [0.1, 0.5, 0.3], [-0.3, 0.2, -0.5]], "spin_multiplicity": 1, "mol_weight_da": 100.10, "homo_lumo_gap_ev": 11.09, "de_lowest_ev": 4.019, "max_force_ha_per_bohr": 0.091, "e_lumo_ev": -5.12, "charge": 1}

=====

Entry 2:
{"formula": "C32H27EuN5O2", "method": "ωB97M-V/def2-TZVPD", "symbols": ["Eu", "C", "O", "C", "N", "C", "C", "C", "C", "C", "C", "C", "C", "C", "C", "C", "C", "N", "C", "N", "C", "C", "O", "C", "C", "C", "C", "C", "C", "H", "H", "H", "H", "H", "H", "H", "H", "H", "H", "H", "H", "H", "H", "H", "H", "H", "H", "H", "N", "C", "C", "C", "C", "C", "C", "C", "C", "N", "C", "H", "H", "H", "H", "H", "H", "H", "H"], "xyz": [[-0.210929, -0.195776, 0.405507], [-2.346586, -4.258498, -0.897574], [-1.867738, -4.418693, 0.471832], [-1.500655, -3.217394, 0.872535], [-1.580060, -2.238508, 0.049794], [-1.929354, -2.813894, -1.257938], [-0.748168, -2.723452, -2.209307], [0.533647, -2.367855, -1.798431], [1.594337, -2.376844, -2.699994], [1.379374, -2.706381, -4.027007], [0.098065, -3.035899, -4.451228], [-0.952771, -3.042693, -3.549129], [-0.990887, -3.022184, 2.251137], [-1.047339, -3.963634, 3.265787], [-0.556428, -3.599065, 4.513994], [-0.053685, -2.318567, 4.711992], [-0.045196, -1.454986, 3.628674], [-0.477800, -1.808118, 2.422689], [0.412662, -0.045157, 3.662480], [0.205755, 0.745878, 2.675858], [0.955070, 1.979279, 2.960680], [1.334396, 1.815857, 4.450599], [1.061257, 0.407362, 4.717698], [2.142514, 2.103734, 2.021192], [2.591166, 1.053187, 1.225035], [3.731469, 1.197355, 0.439492], [4.412533, 2.402241, 0.413170], [3.955732, 3.463708, 1.184506], [2.830778, 3.313174, 1.978456], [-3.424836, -4.401670, -0.879886], [-1.874823, -5.021017, -1.510384], [-2.769078, -2.268915, -1.690922], [0.772324, -2.180067, -0.753504], [2.592827, -2.132264, -2.359450], [2.205195, -2.717023, -4.724922], [-0.080168, -3.297069, -5.485532], [-1.948294, -3.306882, -3.888240], [-1.464506, -4.944071, 3.083547], [-0.576925, -4.305932, 5.332086], [0.316440, -1.995889, 5.674990], [0.309202, 2.847238, 2.822863], [0.704354, 2.398164, 5.119456], [2.383117, 2.001741, 4.663151], [2.142421, 0.063038, 1.275298], [4.091222, 0.360851, -0.146803], [5.300116, 2.511665, -0.194648], [4.482914, 4.408023, 1.173395], [2.484565, 4.145523, 2.581028], [-2.383603, 1.198336, 0.309492], [-2.383202, 2.113301, -0.832255], [-3.467905, 2.908087, -1.079885], [-3.496646, 3.804364, -2.166239], [-2.418598, 3.895702, -2.994782], [-1.278710, 3.090171, -2.770021], [-0.140538, 3.166138, -3.604214], [0.940061, 2.372362, -3.353243], [0.877249, 1.488348, -2.267076], [-0.157720, 1.381171, -1.459346], [-1.248958, 2.179992, -1.687141], [-3.239806, 0.649945, 0.270662], [-2.475354, 1.754587, 1.157722], [-4.326964, 2.849046, -0.421388], [-4.372400, 4.416192, -2.330213], [-2.417721, 4.581628, -3.831943], [-0.140840, 3.859374, -4.436078], [1.827444, 2.408217, -3.968160], [1.726986, 0.843415, -2.059915]], "atomic_forces_ev_per_a": [[0.0, 0.0, 0.0], [0.0, 0.0, 0.0], [0.1, -0.1, 0.1], [-0.1, 0.1, 0.0], [-0.1, -0.5, -0.1], [0.1, -0.1, 0.0], [-0.1, 0.0, 0.0], [0.1, -0.2, -0.1], [0.0, 0.1, 0.0], [0.0, 0.0, 0.0], [0.0, 0.0, 0.0], [0.0, 0.0, 0.0], [0.0, 0.0, 0.0], [0.0, 0.0, 0.0], [0.0, 0.0, 0.0], [0.0, 0.0, 0.0], [0.0, 0.0, 0.0], [-0.1, -0.2, 0.3], [-0.1, 0.1, 0.0], [0.2, 0.2, 0.4], [0.1, 0.0, 0.0], [0.0, 0.0, 0.0], [0.1, -0.1, 0.0], [-0.1, 0.0, 0.0], [0.3, 0.0, 0.1], [-0.1, 0.0, -0.1], [0.0, 0.0, 0.0], [0.0, 0.0, 0.0], [0.0, 0.0, 0.0], [0.0, 0.0, 0.0], [0.0, 0.0, 0.0], [0.0, 0.0, 0.0], [0.0, -0.3, 0.0], [0.0, 0.0, 0.0], [0.0, 0.0, 0.0], [0.0, 0.0, 0.0], [0.0, 0.0, 0.0], [0.0, 0.0, 0.0], [0.0, 0.0, 0.0], [0.0, 0.0, 0.0], [0.0, 0.0, 0.0], [0.0, 0.0, 0.0], [0.0, 0.0, 0.0], [0.1, 0.0, 0.2], [0.0, 0.0, 0.0], [0.0, 0.0, 0.0], [0.0, 0.0, 0.0], [0.0, 0.0, 0.0], [-0.1, 0.3, -0.2], [-0.1, 0.0, 0.0], [0.0, 0.0, 0.0], [0.0, 0.0, 0.0], [0.0, 0.0, 0.0], [0.0, 0.0, 0.0], [0.0, 0.0, 0.0], [0.0, 0.0, -0.1], [0.0, 0.0, 0.0], [-0.1, 0.6, -0.6], [-0.1, 0.1, -0.1], [0.1, -0.1, 0.0], [0.1, 0.0, 0.0], [0.0, 0.0, 0.0], [0.0, 0.0, 0.0], [0.0, 0.0, 0.0], [0.0, 0.0, 0.0], [0.0, 0.0, 0.0], [0.0, 0.0, 0.0]], "spin_multiplicity": 8, "mol_weight_da": 665.57, "homo_lumo_gap_ev": [6.91, 8.31], "de_lowest_ev": 0.000, "max_force_ha_per_bohr": 0.017, "e_lumo_ev": [-5.81, -5.79], "s_squared": 15.759, "charge": 2}